1.
DFT (ωB97M-V/def2-TZVPD) results for a cluster of 13 separate species, C52H89F15O26 in total in a non-equilibrium geometry.

Structure (XYZ):
```
182
Properties=species:S:1:pos:R:3:mulliken_charge:R:1
F 1.57476 8.61392 1.06573 -0.2558
F -0.62407 0.22108 -7.02942 -0.2951
F -2.87293 5.54265 -1.37247 -0.2680
F -3.83274 -0.42026 2.94235 -0.1238
F -1.63580 3.96323 -0.74025 -0.3318
F -0.57678 1.91027 -5.75789 -0.2462
F -2.94591 1.53614 2.53349 -0.2984
F 1.02892 -0.04965 -2.35710 -0.0738
F -0.36160 7.58835 1.04327 -0.2117
F 2.31741 0.86074 -0.90245 -0.0712
F -0.02295 -0.08591 -4.99905 -0.1752
F -3.19495 0.15332 0.96389 -0.1550
F 0.79126 7.74181 2.86019 -0.2791
F 0.32056 1.70056 -1.34523 -0.2347
F -3.49903 4.33615 0.32795 -0.1310
O 2.19676 1.72209 -5.48273 -0.5200
O 2.19771 -1.85053 -0.86923 0.0356
O -4.47656 -1.95876 -2.22969 -0.3474
O 0.05455 -5.33307 2.32997 -0.3780
O 0.95981 -0.39867 0.88626 0.1061
O -0.99353 -4.03750 3.76782 -0.2896
O 0.81874 5.26086 1.55878 -0.4047
O 1.31289 6.53898 -3.25047 -0.3730
O 1.94003 -3.53121 -2.38931 -0.2327
O 6.01683 -1.59082 -4.64454 -0.6044
O -4.73642 2.90007 -1.50031 -0.2622
O 3.41100 -2.20271 4.57056 -0.2476
O -2.14894 -5.34668 6.96073 -0.5140
O 2.66474 6.28697 0.73232 -0.5827
O -4.24758 -4.57662 6.66891 -0.3654
O -0.77354 -0.72962 -0.48405 -0.3581
O 1.03155 5.20229 -1.43247 -0.4064
O 1.81504 0.91193 -7.57750 -0.2881
O 4.61373 3.74524 3.24625 -0.5222
O 4.45514 1.52213 2.86855 -0.1749
O 3.03418 -4.40482 4.94554 -0.6450
O -5.48802 1.42041 0.62029 -0.3112
O -5.74435 1.49545 2.87017 -0.3946
O -2.97854 3.15312 -2.83057 -0.5973
O 3.80791 -1.53166 -5.10792 0.0240
O -4.39491 -3.13205 -0.34730 -0.5157
C 0.54993 -3.18774 -2.48616 0.9107
C -0.08680 -4.33962 -3.19312 -1.3225
C -0.67053 -0.94542 2.57699 -0.5265
C -3.64096 -5.71164 8.76172 -1.1552
C 0.49678 -1.41964 1.76020 0.9301
C 2.48561 -3.29205 -5.82518 -0.6769
C -1.01596 -4.68367 2.78177 0.7292
C 4.47735 2.65929 3.69139 0.7266
C -6.53732 3.70388 2.39866 -0.9199
C 1.26076 -5.13770 3.03305 0.7042
C -2.58610 -0.98738 -3.20965 -0.2449
C 1.92511 7.59655 -2.51529 -0.0426
C 1.59128 6.26507 1.21998 0.5214
C -6.49420 -2.26779 -1.11012 -0.9258
C 4.29848 -1.90544 2.30418 -0.1874
C 1.51703 1.13221 -6.30931 0.3918
C 1.25747 3.92853 1.28397 0.8662
C 0.30533 -0.29793 -0.20965 0.2013
C -4.96847 -3.34997 4.86534 -1.3738
C -6.96610 2.60941 -2.34911 -1.5380
C 1.69540 -2.73018 6.09082 -0.8920
C 4.06446 2.38276 5.09532 -1.1068
C 0.86300 8.65510 -2.10865 -0.9833
C -5.04799 -2.55106 -1.18030 0.8180
C -3.59349 3.33785 -1.84948 0.4888
C 0.86459 7.59713 1.55287 0.8162
C 6.43854 1.63939 1.59242 -1.0970
C -3.26614 -5.19273 7.36251 0.7525
C -2.94153 4.32261 -0.83796 0.9624
C 0.54380 3.07559 2.20174 -0.7891
C 4.04283 -3.33175 -1.25452 -1.2272
C -3.75463 0.54750 2.05827 1.3627
C -6.93398 2.29589 2.91605 -0.3340
C -3.05180 -2.00248 -2.17734 0.7587
C 0.04276 0.70981 -6.00557 0.9258
C 2.33224 -5.82705 2.20128 -1.3978
C 0.88334 5.43608 -2.59368 0.3910
C 3.95569 0.23087 -8.31190 -0.8117
C 2.79596 -3.23228 5.18833 0.9855
C 4.87840 1.77695 1.52736 0.2644
C 4.97292 -1.02714 -4.63795 0.5457
C 3.91750 -2.90800 -5.41159 -0.2821
C -3.75864 -3.98838 5.47807 0.2626
C -5.61401 2.07895 -2.29585 0.3807
C 1.06130 0.62022 -1.19831 0.2697
C -5.13302 1.19624 1.75672 -0.3460
C 2.64134 -2.82506 -1.49046 0.1569
C 4.54847 -2.55192 3.71139 -0.7021
C 0.29594 4.41913 -3.65328 -0.4981
C 3.03067 1.44868 -8.05729 -0.3599
C -2.21359 -4.91709 1.90297 -0.8467
C 4.70160 0.34859 -4.25941 -0.4448
H -4.89240 -3.10118 3.80059 0.2475
H -1.19151 -4.18770 -3.22158 0.2214
H -2.64366 -2.94984 -2.48875 -0.1050
H -2.38118 -4.14496 1.17192 0.0446
H -0.96701 -1.59778 3.40894 0.2549
H -6.97583 3.56918 -2.76298 0.4617
H -5.56703 3.93882 2.74775 0.3207
H 4.33427 -3.40565 -4.50980 0.1782
H 0.25032 -4.50068 -4.19456 0.2872
H -0.47958 2.89393 1.93375 0.2258
H 1.13075 3.75071 0.23188 -0.1096
H -6.56499 3.72120 1.29060 0.1235
H 4.59897 3.18042 5.62921 0.4074
H 4.35481 1.06350 0.87334 -0.0315
H 3.86629 0.40303 -3.58135 -0.1008
H -3.06089 -3.24599 5.74894 0.2052
H 4.63351 -3.61567 3.59764 0.3156
H 1.39140 -1.56057 2.32278 -0.3763
H -5.87679 -3.91434 4.88681 0.4272
H -2.66702 -1.77616 -1.17704 -0.1380
H 0.55709 3.53138 3.22100 0.3523
H 3.41947 2.08254 -7.30883 0.3288
H 1.82180 -3.36356 6.94081 0.3957
H -2.01867 -5.84944 1.41427 0.4332
H 0.28728 -2.98811 -1.44876 0.1255
H -5.26625 -2.39861 5.28184 0.3943
H 4.56315 -3.07871 -6.29582 0.3835
H 1.60850 -1.70481 6.25745 0.3354
H 1.14381 -5.50064 4.07557 0.4194
H 4.78679 0.56575 -8.85784 0.4724
H 5.55818 0.72959 -3.70537 0.4223
H -7.25330 4.36607 2.85730 0.4234
H -6.97554 -2.22525 -2.06376 0.3547
H 3.59475 -2.58875 1.78226 -0.1099
H 2.81987 1.97413 -9.00347 0.3402
H -7.70197 1.80287 2.36179 0.3337
H -4.67548 -5.90844 9.01173 0.3295
H 4.42873 1.39432 5.30338 0.2690
H -3.13654 -5.09990 2.53795 0.2353
H -5.12193 2.03065 -3.30985 0.4974
H 5.18623 -1.88162 1.73205 0.6132
H 0.22700 -2.28683 1.12192 -0.1723
H 4.26916 -0.06568 -7.31447 -0.0028
H 2.28420 -5.64746 1.12649 0.2031
H -6.50978 -1.28500 -0.68916 0.0217
H 0.69426 -2.95677 5.59233 -0.0404
H 5.37434 -2.03554 4.09837 0.4192
H 1.00921 2.11078 2.31809 -0.1117
H -3.28989 -4.71375 4.81808 0.1115
H 0.44280 -2.22448 -2.98190 -0.2235
H -0.76068 4.58185 -3.81097 0.2657
H 2.68397 8.07756 -3.11622 0.3069
H 0.42675 9.08578 -3.01983 0.3302
H 2.36238 3.99850 1.46026 0.1057
H 3.41220 -0.59758 -8.79976 0.2503
H 4.47961 -3.77670 -2.15999 0.3093
H -7.35140 2.69078 -1.33100 0.1938
H -5.57299 1.01635 -1.86091 -0.2062
H -1.58676 -0.72588 -2.99440 -0.4128
H -3.13693 -5.10873 9.46872 0.2831
H 1.78829 -3.09765 -5.01804 -0.2826
H 4.53353 2.75628 1.16263 0.2357
H 2.35351 7.15721 -1.63822 0.1158
H 6.68171 2.09107 2.56843 0.2589
H -3.03743 -0.03213 -2.96848 -0.1313
H 4.05024 -4.06951 -0.48014 0.2139
H 1.45768 -4.05681 3.08974 -0.4951
H 6.98580 2.11182 0.74972 0.3529
H 0.49944 3.42364 -3.37703 -0.2182
H 3.77519 -0.98297 2.33437 -0.0848
H -0.52675 0.04303 2.94680 0.4220
H 2.15993 -2.82749 -6.78526 0.2966
H 2.15675 -6.92549 2.35363 0.3815
H 0.15488 -5.24300 -2.68682 0.3993
H -7.03230 -2.88046 -0.35594 0.3277
H 2.47286 -4.36951 -6.01586 0.4321
H 3.29172 -5.59717 2.59630 0.3511
H -7.21741 2.26676 3.95108 0.3276
H -1.52449 -0.84674 1.99364 -0.5037
H 6.71728 0.56506 1.64675 0.2778
H -3.24501 -6.69250 8.89642 0.3536
H 1.19798 9.45407 -1.47600 0.3746
H 0.06977 8.19656 -1.48338 0.1279
H 4.52434 1.06587 -5.09605 0.0572
H 0.84272 4.67037 -4.55183 0.4517
H -7.61088 1.84264 -2.76509 0.4021
H -2.81076 -1.25142 -4.24255 0.4861
H 4.65438 -2.49004 -0.86440 0.2836
H 2.98618 2.62108 5.20273 0.1757
```

Output
DFT total energy   -5489.10273 Eh
LUMO   0.4 eV
Kohn-Sham gap   10.3 eV
E_HOMO   -9.87 eV


2.
DFT (ωB97M-V/def2-TZVPD) results for a cluster of 2 separate species, C6H14N2 in total in a non-equilibrium geometry.

Structure (XYZ):
```
22
Properties=species:S:1:pos:R:3:mulliken_charge:R:1
N 0.28220 -1.74447 -0.98930 -0.5349
N 0.72145 1.37614 0.11461 -0.4337
C -0.02072 -1.00596 0.18514 -0.5943
C -1.01245 0.01722 0.13135 1.2136
C 1.57437 0.24958 0.49016 -0.0563
C 2.73508 0.05288 -0.22904 -0.9141
C -1.76484 0.32346 -1.13311 -1.4756
C -1.73756 0.36025 1.40393 -1.5185
H 3.58302 -0.45192 0.20571 0.2353
H 0.77694 1.56545 -0.88024 0.2228
H -2.07097 1.39993 1.40288 0.3463
H 0.46474 -2.72573 -0.82201 0.2493
H 1.09186 -1.40922 -1.50792 0.2084
H 0.60294 2.09530 0.82441 0.2239
H -0.00675 -1.59124 1.10455 0.3978
H -2.60129 -0.37298 -1.24653 0.3677
H -1.10638 0.19859 2.27802 0.3904
H -1.12671 0.19182 -2.00621 0.3443
H -2.17675 1.33394 -1.10634 0.3751
H 1.66172 0.19032 1.57124 0.2637
H -2.62523 -0.27014 1.50720 0.3575
H 2.75531 0.21676 -1.29854 0.3312
```

Output
Energy above the lowest of the compared OMol25 structures with the same formula, charge and spin   412.7 kJ/mol
DFT total energy   -346.36997 Eh
LUMO (alpha / beta)   0.8 / 0.8 eV
Kohn-Sham gap (alpha / beta)   7.3 / 7.3 eV
E_HOMO (alpha / beta)   -6.53 / -6.53 eV


3.
DFT (ωB97M-V/def2-TZVPD) results for a structure of composition C3H3BrN3 in a non-equilibrium geometry.

Structure (XYZ):
```
10
Properties=species:S:1:pos:R:3:mulliken_charge:R:1
Br 0.54422 0.70785 3.35302 0.0837
N 0.56036 0.48500 0.45409 -0.3483
N -1.35850 -0.65848 -0.01945 -0.3386
N 0.88597 0.16240 -2.87095 -0.4192
C -0.28078 -0.03570 -0.36844 0.5612
C -1.27551 -0.56940 1.32263 0.0388
C -0.02317 0.15969 1.59855 0.4092
H 1.11698 1.14412 -3.03993 0.3063
H 1.75008 -0.35306 -2.54647 0.3219
H -1.91965 -1.04243 2.11694 0.3850
```

Output
Energy above the lowest of the compared OMol25 structures with the same formula, charge and spin   719.7 kJ/mol
DFT total energy   -2853.83476 Eh
LUMO (alpha / beta)   -8.7 / -8.3 eV
Net charge   +1
Kohn-Sham gap (alpha / beta)   6.4 / 7.7 eV
E_HOMO (alpha / beta)   -15.14 / -15.94 eV


Please write out number 3 again, unchanged.
DFT (ωB97M-V/def2-TZVPD) results for a structure of composition C3H3BrN3 in a non-equilibrium geometry.

Structure (XYZ):
```
10
Properties=species:S:1:pos:R:3:mulliken_charge:R:1
Br 0.54422 0.70785 3.35302 0.0837
N 0.56036 0.48500 0.45409 -0.3483
N -1.35850 -0.65848 -0.01945 -0.3386
N 0.88597 0.16240 -2.87095 -0.4192
C -0.28078 -0.03570 -0.36844 0.5612
C -1.27551 -0.56940 1.32263 0.0388
C -0.02317 0.15969 1.59855 0.4092
H 1.11698 1.14412 -3.03993 0.3063
H 1.75008 -0.35306 -2.54647 0.3219
H -1.91965 -1.04243 2.11694 0.3850
```

Output
Energy above the lowest of the compared OMol25 structures with the same formula, charge and spin   719.7 kJ/mol
DFT total energy   -2853.83476 Eh
LUMO (alpha / beta)   -8.7 / -8.3 eV
Net charge   +1
Kohn-Sham gap (alpha / beta)   6.4 / 7.7 eV
E_HOMO (alpha / beta)   -15.14 / -15.94 eV